The following is a DFT calculation (ωB97M-V/def2-TZVPD) of a molecular structure, C31H43GeN4O2W at a distorted geometry.

Its total charge is +3. The frontier orbital gap comes out at 5.6 eV.

Each line ends with the Löwdin charge.
Element x y z (Å)
W1 -0.80814 2.22042 0.47244  1.62
C1 -2.01572 0.67549 -2.39867  -0.12
C2 -2.05596 -0.15336 -1.12541  -0.17
N1 -2.24491 0.61759 0.15169  -0.17
C3 -3.64321 1.05282 0.46254  -0.14
C4 -3.84499 2.47221 0.00031  -0.15
N2 -2.72677 3.36383 0.49392  -0.15
C5 -2.70279 4.56865 -0.40897  -0.18
C6 -1.85628 5.75010 0.02943  -0.14
C7 -0.48617 5.42660 0.61518  -0.16
N3 0.13701 4.17769 0.07168  -0.17
C8 0.61033 4.26542 -1.34578  -0.14
C9 1.13455 2.90060 -1.74245  -0.14
N4 0.10649 1.83947 -1.42181  -0.16
C10 -0.93473 1.77385 -2.52253  -0.14
H1 -2.98903 1.12885 -2.59370  0.12
H2 -1.87811 -0.04343 -3.20583  0.14
H3 -1.11689 -0.69039 -0.98362  0.08
H4 -2.83376 -0.91180 -1.20901  0.13
H5 -2.02651 -0.10139 0.85684  0.09
H6 -3.78226 0.97378 1.54193  0.14
H7 -4.37015 0.39369 -0.01388  0.15
H8 -4.80454 2.86926 0.33200  0.15
H9 -3.82969 2.52698 -1.08843  0.12
H10 -2.97044 3.67469 1.43601  0.16
H11 -3.73322 4.89963 -0.54668  0.15
H12 -2.37737 4.19895 -1.38511  0.10
H13 -2.39216 6.35218 0.76498  0.14
H14 -1.76110 6.38966 -0.84985  0.14
H15 -0.55638 5.26808 1.69176  0.13
H16 0.19321 6.26604 0.45938  0.14
H17 0.99609 4.10275 0.62463  0.14
H18 1.39764 5.01487 -1.43836  0.15
H19 -0.21941 4.58812 -1.97426  0.12
H20 2.03619 2.64822 -1.18087  0.13
H21 1.38374 2.85797 -2.80274  0.14
H22 0.60463 0.93268 -1.46074  0.09
H23 -0.38669 1.65313 -3.45806  0.13
H24 -1.39614 2.76174 -2.57842  0.10
O1 2.56697 1.15300 1.36852  0.29
C11 1.76349 0.73704 2.05876  -0.19
O2 0.21436 1.68456 1.75866  -0.37
C12 1.42419 -0.25721 3.07392  -0.14
C13 2.06054 -1.61038 2.71786  -0.20
Ge1 1.51754 -2.55136 1.05693  1.01
C14 2.29778 -4.30511 1.09841  -0.30
C15 3.20455 -4.70065 0.11357  -0.10
C16 3.75768 -5.97427 0.14699  -0.06
C17 3.41107 -6.85153 1.16360  -0.05
C18 2.50861 -6.46545 2.14600  -0.06
C19 1.95162 -5.19627 2.11530  -0.10
C20 -0.42882 -2.68591 0.92720  -0.27
C21 -1.34257 -2.25793 1.89443  -0.13
C22 -2.70776 -2.50536 1.75376  -0.09
C23 -3.17895 -3.18790 0.64184  -0.07
C24 -2.28351 -3.63851 -0.31950  -0.06
C25 -0.92522 -3.38975 -0.17587  -0.11
C26 2.19870 -1.49518 -0.45855  -0.27
C27 3.52172 -1.04431 -0.41904  -0.11
C28 4.06538 -0.29187 -1.45529  -0.04
C29 3.29502 0.01703 -2.56815  -0.06
C30 1.98840 -0.45509 -2.64801  -0.10
C31 1.44558 -1.19458 -1.59693  -0.13
H25 0.35284 -0.28781 3.21202  0.10
H26 1.87044 0.17117 3.98513  0.17
H27 1.82842 -2.27963 3.54884  0.10
H28 3.14665 -1.50888 2.70350  0.09
H29 3.48066 -4.02384 -0.68701  0.09
H30 4.45847 -6.28064 -0.61819  0.12
H31 3.84381 -7.84262 1.19041  0.12
H32 2.23816 -7.15568 2.93406  0.12
H33 1.23821 -4.91394 2.88348  0.10
H34 -1.00325 -1.81501 2.82153  0.09
H35 -3.39145 -2.22018 2.54595  0.12
H36 -4.23363 -3.41446 0.55058  0.12
H37 -2.63932 -4.21620 -1.16327  0.12
H38 -0.24104 -3.79685 -0.91348  0.12
H39 4.16015 -1.30331 0.41993  0.12
H40 5.10033 0.02232 -1.40982  0.12
H41 3.72792 0.57365 -3.38967  0.12
H42 1.41654 -0.30689 -3.55881  0.12
H43 0.46327 -1.63983 -1.71923  0.08

=====

The following is a DFT calculation (ωB97M-V/def2-TZVPD) of 2 unconnected molecules or ions with the total composition CH4INS at a distorted geometry.

The frontier orbital gap (spin up / spin down) comes out at 7.8 / 7.8 eV.

Each line ends with the Löwdin charge.
Element x y z (Å)
C1 0.84234 0.04989 -0.72064  -0.68
N1 -0.68584 -1.08107 0.33120  -0.50
S1 -2.15518 -0.46495 0.09031  0.62
I1 2.71274 -0.08503 0.04347  0.80
H1 0.30873 0.88680 -0.52162  -0.08
H2 0.73445 -0.19401 -1.85490  0.04
H3 -0.66841 -1.97558 0.08496  -0.08
H4 -2.70256 -1.09591 -1.09578  -0.11

=====

The following is a DFT calculation (ωB97M-V/def2-TZVPD) of C4H5NO in the gas phase.

The frontier orbital gap comes out at 10.5 eV. As for the structure (SMILES): O=C1C[C@H]2N[C@@H]12.

Each line ends with the Löwdin charge.
Element x y z (Å)
O1 1.36216 0.22965 1.94409  0.10
C1 0.64227 0.01121 1.00644  -0.36
C2 0.84308 -0.63379 -0.39158  -0.03
C3 -0.25768 0.34157 -0.82425  -0.24
N1 -1.52086 -0.05418 -0.29388  0.07
C4 -0.64002 0.68129 0.60662  -0.14
H1 1.80330 -0.53428 -0.90218  0.12
H2 0.52649 -1.68155 -0.43455  0.11
H3 -0.16751 1.08530 -1.60678  0.14
H4 -1.58361 -1.05621 -0.12852  0.11
H5 -1.00762 1.61100 1.02460  0.14

=====

The following is a DFT calculation (ωB97M-V/def2-TZVPD) of a molecular structure, C12H7ClIN2O5PdS2 at a distorted geometry.

Its total charge is -1. The frontier orbital gap comes out at 7.1 eV.

Each line ends with the Löwdin charge.
Element x y z (Å)
Pd1 0.52951 1.62984 -1.17039  1.02
Cl1 -1.23903 -4.88425 -0.16945  0.66
C1 -0.32055 -3.42557 -0.37569  -0.63
C2 1.05686 -3.46959 -0.27301  -0.18
C3 1.80061 -2.31998 -0.43324  -0.63
I1 3.90053 -2.28695 -0.26914  0.86
C4 1.22827 -1.05391 -0.71903  -0.48
O1 1.92051 0.01735 -0.89299  -0.20
C5 -0.19035 -1.04910 -0.79038  -0.14
N1 -0.73240 0.16754 -1.02552  -0.05
C6 -2.04425 0.30199 -1.12913  -0.09
C7 -2.88641 -0.79075 -0.98811  -0.05
C8 -2.38334 -2.04531 -0.73858  -0.02
C9 -0.99127 -2.22179 -0.63286  -0.18
H1 1.54938 -4.41040 -0.06387  0.09
H2 -2.38589 1.30828 -1.34447  0.12
H3 -3.95450 -0.64417 -1.07607  0.11
H4 -3.02961 -2.90350 -0.62150  0.09
S1 0.15294 1.78005 4.04224  0.96
C10 1.50832 0.79323 3.65186  -0.41
C11 1.54596 0.56791 2.31459  -0.23
N2 0.51819 1.12838 1.60320  -0.03
C12 -0.28969 1.79295 2.34820  -0.45
H5 2.19480 0.45706 4.41485  0.06
H6 2.31204 0.00614 1.79728  0.09
H7 -1.14401 2.35363 1.98884  0.08
O2 0.33412 5.16703 -2.61625  -0.33
S2 0.24728 3.92340 -1.89395  0.24
O3 1.61816 3.19597 -1.85482  -0.46
O4 -0.21197 4.01669 -0.49706  -0.41
O5 -0.61422 2.89786 -2.58556  -0.42

=====

Across the entries above, E_tot takes the values -101216.98249; -21524.00575; -7764.34859; -71550.69932 eV, respectively.